Entry from OMol25: a structure of composition C2H12O12V (ωB97M-V/def2-TZVPD).

multiplicity	2
DFT total energy	-52528.70526	eV
max |F|	7.55	eV Å⁻¹
⟨S²⟩	0.7965

Element x y z (Å)
O -1.08 1.48 2.18
V 0.15 0.45 1.77
C 1.36 0.20 3.88
O 1.79 0.98 3.04
O 2.00 0.00 5.05
O 0.41 -0.47 3.52
H 2.82 0.43 5.31
C -1.09 -0.73 -0.04
O -0.97 -1.04 1.18
O -1.48 -1.71 -0.85
O -0.67 0.40 -0.37
H -1.41 -2.54 -0.38
O 0.01 1.18 -2.74
H -0.09 1.17 -1.77
H 0.22 0.25 -2.98
O -2.95 -0.13 -2.80
H -2.36 -0.35 -2.07
H -2.53 -0.65 -3.48
O -1.30 -2.10 -4.25
H -0.72 -1.32 -4.41
H -0.94 -2.34 -3.39
O 0.83 2.22 0.72
H 1.04 3.07 1.14
H 0.54 2.47 -0.15
O 1.76 -0.35 0.75
H 2.11 0.15 0.02
H 2.57 -0.72 1.12

Atom charges from the Löwdin analysis, given in e for atoms 1 to 8: atom 1 (O): -0.281, atom 2 (V): 1.018, atom 3 (C): -0.786, atom 4 (O): -0.005, atom 5 (O): 0.160, atom 6 (O): 0.023, atom 7 (H): 0.129, atom 8 (C): -0.692